Record 1
The following is a DFT calculation (ωB97M-V/def2-TZVPD) of a molecular structure, C22H22Cl2N7NaO5S.

Kohn-Sham gap (eV): 5.2
Net charge: -2
LUMO level (hartree): 0.1425
E_HOMO (hartree): -0.0494
E_tot (Ha): -3091.98420
ΔE to the lowest compared entry with this formula, charge and spin (kcal/mol): 0.0

Each line ends with the natural charge from an NBO analysis.
Element x y z (Å)
Na  1.088  -1.076  0.864  0.901
O  1.691  3.021  0.425  -0.780
C  1.537  1.974  1.101  0.584
N  0.444  1.299  1.368  -0.692
C  -0.893  1.673  1.195  0.236
C  -1.348  2.985  1.395  -0.287
C  -2.701  3.307  1.359  -0.274
C  -3.658  2.314  1.118  -0.281
C  -3.229  1.013  0.898  -0.267
C  -1.868  0.646  0.949  0.122
N  -1.412  -0.651  0.825  -0.656
C  -2.007  -1.638  0.216  0.570
O  -2.967  -1.686  -0.580  -0.757
C  -1.406  -2.993  0.578  0.172
C  -2.099  -4.166  0.299  -0.262
C  -1.569  -5.377  0.734  -0.182
C  -0.357  -5.423  1.421  -0.290
C  0.298  -4.203  1.578  0.052
N  -0.202  -3.035  1.172  -0.452
C  2.848  1.400  1.704  0.162
C  4.038  2.090  1.555  -0.231
C  5.212  1.591  2.083  -0.177
C  5.197  0.389  2.776  -0.269
C  3.963  -0.243  2.858  0.040
N  2.833  0.225  2.345  -0.444
H  -0.602  3.761  1.535  0.214
H  -3.011  4.338  1.517  0.183
H  -4.728  2.551  1.074  0.185
H  -3.932  0.229  0.630  0.223
H  -3.032  -4.088  -0.210  0.238
H  -2.132  -6.276  0.567  0.193
H  0.101  -6.324  1.761  0.203
H  1.288  -4.152  2.016  0.194
H  4.010  3.023  0.995  0.238
H  6.147  2.128  1.964  0.193
H  6.084  -0.068  3.201  0.202
H  3.892  -1.228  3.281  0.179
C  -0.607  3.887  -1.926  -0.420
N  -0.189  2.505  -1.905  -0.602
C  -0.639  1.585  -2.772  0.314
S  0.195  0.172  -3.140  -0.307
N  -1.889  1.836  -3.307  -0.648
C  -2.990  2.178  -2.394  -0.428
H  0.257  4.500  -1.665  0.218
H  -1.409  4.131  -1.214  0.202
H  -0.971  4.140  -2.923  0.188
H  0.626  2.311  -1.329  0.458
H  -2.112  1.060  -3.897  0.396
H  -3.326  3.213  -2.544  0.170
H  -2.720  2.040  -1.350  0.243
H  -3.822  1.523  -2.583  0.201
O  3.260  -0.527  -0.934  -0.530
N  3.902  -1.432  -0.335  0.703
O  5.133  -1.431  -0.249  -0.519
O  3.209  -2.397  0.145  -0.621
Cl  0.873  -3.308  -2.131  -0.013
C  -0.813  -3.297  -2.757  -0.372
Cl  -0.889  -3.678  -4.509  -0.090
H  -1.207  -2.298  -2.593  0.264
H  -1.389  -4.042  -2.253  0.209



Record 2
The following is a DFT calculation (ωB97M-V/def2-TZVPD) of C22H22ClN3O3S in the gas phase.

Kohn-Sham gap (eV): 8.8
Net charge: 0
SMILES string: CCOC(=O)N1CCN(C(=O)c2ccc3c(c2)N=C(C)c2cc(Cl)ccc2S3)CC1
LUMO level (hartree): 0.0072
E_HOMO (hartree): -0.3154
E_tot (Ha): -2099.95904
ΔE to the lowest compared entry with this formula, charge and spin (kcal/mol): 0.2

Each line ends with the natural charge from an NBO analysis.
Element x y z (Å)
C  -3.033  -3.608  0.728  -0.637
C  -3.981  -3.175  -0.381  -0.068
H  -3.745  -3.674  -1.324  0.186
H  -5.015  -3.391  -0.094  0.202
O  -3.867  -1.780  -0.669  -0.534
C  -4.548  -0.957  0.161  0.897
O  -5.229  -1.337  1.081  -0.656
N  -4.426  0.347  -0.196  -0.450
C  -4.886  1.365  0.723  -0.236
H  -5.644  0.922  1.369  0.255
C  -3.693  1.878  1.555  -0.237
N  -2.468  1.679  0.804  -0.431
C  -1.454  0.969  1.359  0.673
O  -1.433  0.664  2.534  -0.602
C  -0.335  0.605  0.428  -0.123
C  0.780  1.417  0.326  -0.213
C  1.860  1.054  -0.483  0.201
C  1.784  -0.158  -1.181  -0.227
C  0.662  -0.963  -1.089  -0.205
C  -0.399  -0.587  -0.287  -0.170
H  -1.271  -1.217  -0.210  0.215
H  0.631  -1.886  -1.648  0.224
S  3.135  -0.675  -2.229  0.273
C  4.379  -0.719  -0.950  -0.138
C  4.995  -1.926  -0.657  -0.198
C  5.979  -1.991  0.311  -0.219
C  6.335  -0.834  0.988  -0.040
C  5.736  0.379  0.693  -0.161
C  4.752  0.451  -0.287  -0.140
C  4.117  1.747  -0.625  0.340
N  2.870  1.963  -0.653  -0.439
C  5.037  2.887  -0.918  -0.655
H  5.746  2.600  -1.693  0.228
H  4.460  3.747  -1.244  0.240
H  5.605  3.154  -0.029  0.224
H  6.027  1.264  1.237  0.223
Cl  7.555  -0.900  2.210  0.015
H  6.462  -2.927  0.542  0.233
H  4.700  -2.812  -1.198  0.232
H  0.839  2.343  0.878  0.228
C  -2.610  1.917  -0.610  -0.236
H  -3.056  2.908  -0.739  0.198
C  -3.524  0.831  -1.220  -0.228
H  -2.936  -0.007  -1.591  0.236
H  -4.104  1.248  -2.052  0.193
H  -1.633  1.911  -1.094  0.238
H  -3.818  2.940  1.794  0.195
H  -3.589  1.316  2.486  0.250
H  -5.337  2.173  0.140  0.190
H  -1.999  -3.415  0.451  0.203
H  -3.262  -3.066  1.642  0.232
H  -3.154  -4.672  0.911  0.217



Record 3
The following is a DFT calculation (ωB97M-V/def2-TZVPD) of C22H22ClN3O4S2 in the gas phase.

Kohn-Sham gap (eV): 8.4
Net charge: 0
SMILES string: COc1ccc(N(CC(=O)NCCSc2ccccn2)S(=O)(=O)c2ccccc2)cc1Cl
LUMO level (hartree): 0.0111
E_HOMO (hartree): -0.2960
E_tot (Ha): -2573.34075
ΔE to the lowest compared entry with this formula, charge and spin (kcal/mol): 1.8

Each line ends with the natural charge from an NBO analysis.
Element x y z (Å)
C  2.880  4.275  3.728  -0.252
H  2.731  4.930  4.585  0.205
O  1.691  3.531  3.611  -0.481
C  1.589  2.629  2.603  0.264
C  2.574  2.348  1.664  -0.265
C  2.381  1.387  0.688  -0.241
C  1.183  0.684  0.605  0.217
C  0.169  0.990  1.511  -0.280
C  0.381  1.929  2.499  -0.059
Cl  -0.872  2.257  3.632  0.025
H  -0.796  0.520  1.433  0.248
N  1.015  -0.342  -0.331  -0.701
S  -0.209  -1.472  -0.107  2.317
O  -1.506  -0.865  -0.266  -0.952
O  0.100  -2.569  -0.974  -0.928
C  0.034  -1.968  1.591  -0.345
C  1.304  -2.334  1.990  -0.119
C  1.509  -2.723  3.304  -0.224
C  0.445  -2.746  4.192  -0.183
C  -0.828  -2.390  3.774  -0.192
C  -1.038  -1.999  2.462  -0.190
H  -2.014  -1.711  2.104  0.244
H  -1.654  -2.413  4.468  0.223
H  0.608  -3.046  5.216  0.220
H  2.497  -3.006  3.633  0.222
H  2.110  -2.308  1.274  0.226
C  1.475  -0.161  -1.690  -0.319
C  0.880  1.084  -2.358  0.667
O  1.538  1.789  -3.095  -0.630
N  -0.397  1.325  -2.018  -0.635
H  -0.915  0.642  -1.479  0.424
C  -1.169  2.373  -2.639  -0.234
C  -2.173  1.815  -3.642  -0.531
H  -1.678  1.166  -4.363  0.262
H  -2.702  2.623  -4.145  0.228
S  -3.452  0.798  -2.829  0.231
C  -2.761  -0.815  -2.959  0.072
N  -1.616  -0.946  -3.605  -0.493
C  -1.106  -2.161  -3.732  0.054
C  -1.707  -3.295  -3.221  -0.262
C  -2.905  -3.145  -2.533  -0.154
C  -3.454  -1.887  -2.401  -0.257
H  -4.381  -1.714  -1.877  0.223
H  -3.403  -4.004  -2.106  0.216
H  -1.246  -4.261  -3.340  0.221
H  -0.170  -2.209  -4.275  0.192
H  -0.462  3.027  -3.158  0.237
H  -1.692  2.941  -1.863  0.198
H  1.154  -1.047  -2.244  0.262
H  2.566  -0.102  -1.737  0.224
H  3.173  1.193  -0.015  0.222
H  3.514  2.875  1.688  0.225
H  3.743  3.628  3.913  0.176
H  3.062  4.882  2.836  0.179